Record 1
{"formula": "C33H46ClNO2P4Sn", "method": "the ωB97M-V functional and the def2-TZVPD basis", "fmax_ha_per_bohr": 0.072, "total_charge": 2, "orbital_gap_ev": 6.362, "symbols": ["Sn", "Cl", "P", "P", "P", "P", "O", "O", "N", "C", "C", "C", "C", "C", "C", "C", "C", "C", "C", "C", "C", "C", "C", "C", "C", "C", "C", "C", "C", "C", "C", "C", "C", "C", "C", "C", "C", "C", "C", "C", "C", "C", "H", "H", "H", "H", "H", "H", "H", "H", "H", "H", "H", "H", "H", "H", "H", "H", "H", "H", "H", "H", "H", "H", "H", "H", "H", "H", "H", "H", "H", "H", "H", "H", "H", "H", "H", "H", "H", "H", "H", "H", "H", "H", "H", "H", "H", "H"], "coordinates": [[0.23681, 0.03809, 0.06360], [1.19807, 2.24176, 0.38939], [1.19369, -0.08749, -2.32361], [-3.80455, -2.42878, -1.08762], [-4.09451, 4.12810, -1.59855], [-0.59503, 0.08170, 2.51609], [-4.66075, 0.51570, -0.20893], [3.85588, -2.27466, 0.98473], [1.65691, -1.33760, 0.83416], [-1.56509, -1.05703, -0.50648], [0.91762, 1.48442, -3.18638], [-5.62440, 3.68073, 0.70333], [-5.82911, 5.88387, -0.31759], [-3.99942, 6.18769, -3.49023], [0.49736, -1.35538, -3.41220], [0.77057, 0.46825, 3.65091], [-4.67110, -2.38518, -2.65994], [-3.46128, 5.67146, -2.29598], [2.76704, -1.80191, 0.89867], [-2.56870, 6.45788, -1.54034], [-3.54794, 0.48161, -1.14101], [-6.41222, 2.39675, -5.16198], [-2.72110, -3.86951, -1.05109], [-2.94712, 8.32689, -3.04600], [-6.71531, 3.97508, 1.53034], [-7.38378, 5.19935, 1.40378], [-2.79314, 1.72084, -0.94177], [-2.83451, -0.86921, -0.91461], [-7.11181, 2.99411, -4.11311], [-1.89794, 1.31720, 2.74542], [-2.32543, 7.78424, -1.91398], [-6.43736, 3.43422, -2.97446], [-4.92276, -2.51296, 0.31261], [-2.83911, 3.01914, -0.98023], [-5.03942, 3.31103, -2.89813], [-6.92027, 6.16554, 0.50412], [-5.23877, 4.60512, -0.28500], [2.99181, -0.37080, -2.31976], [-3.77107, 7.52065, -3.83833], [-1.28384, -1.50156, 3.07451], [-5.03066, 2.21666, -5.06543], [-4.34230, 2.66214, -3.93161], [-2.78351, 9.37494, -3.30852], [1.32949, 1.39932, -4.20175], [-0.15936, 1.69516, -3.24198], [-4.47162, 1.74532, -5.87600], [-3.90422, 0.53243, -2.18679], [-3.32233, -4.78383, -1.16597], [-8.26208, 5.40303, 2.01674], [3.21197, -1.40269, -2.01030], [-4.61837, 5.55256, -4.12948], [-5.41676, -3.19292, -2.69403], [-1.95099, 3.55863, -0.59365], [-7.40943, 7.13845, 0.43113], [-6.93856, 2.07041, -6.06130], [-1.23744, -2.10391, -0.38639], [-5.28685, -1.49657, 0.50962], [-1.98609, -3.83423, -1.86704], [0.36020, 0.54267, 4.66849], [-2.24807, 1.25125, 3.78518], [-2.18520, -3.93493, -0.09495], [-2.73140, 1.12397, 2.05508], [-2.09437, 6.03130, -0.65280], [-0.54156, -2.29926, 2.92890], [-4.38412, -2.88546, 1.19453], [-5.06696, 2.74893, 0.82854], [-6.98954, 3.89168, -2.15376], [-1.65993, 8.39959, -1.30316], [0.79747, -2.35300, -3.06567], [0.87685, -1.19770, -4.43170], [3.47794, 0.31690, -1.61387], [-3.94911, -2.52200, -3.47872], [-8.19042, 3.13121, -4.18920], [-2.19592, -1.74366, 2.51073], [-7.04257, 3.23455, 2.26603], [-5.17261, -1.41472, -2.77892], [-4.25132, 7.93394, -4.72603], [1.52157, -0.33379, 3.61040], [-5.35352, 1.12821, -0.52874], [3.38388, -0.19953, -3.33304], [-1.49397, 2.31875, 2.54616], [1.41099, 2.30252, -2.64730], [1.24211, 1.41654, 3.36146], [-1.52359, -1.41061, 4.14412], [-0.59799, -1.29198, -3.41842], [-5.43642, 6.65014, -0.98682], [-3.26174, 2.52080, -3.84934], [-5.75873, -3.18461, 0.07848]]}

=====

Record 2
{"formula": "C65H66N2OP2Pd", "method": "the ωB97M-V functional and the def2-TZVPD basis", "fmax_ha_per_bohr": 0.031, "orbital_gap_ev": 2.761, "de_lowest_kcal_mol": 0.00, "symbols": ["Pd", "P", "P", "O", "N", "N", "C", "C", "C", "C", "C", "C", "C", "C", "C", "C", "C", "C", "C", "C", "C", "C", "C", "C", "C", "C", "C", "C", "C", "C", "C", "C", "C", "C", "C", "C", "C", "C", "C", "C", "C", "C", "C", "C", "C", "C", "C", "C", "C", "C", "C", "C", "C", "C", "C", "C", "C", "C", "C", "C", "C", "C", "C", "C", "C", "C", "C", "C", "C", "C", "C", "H", "H", "H", "H", "H", "H", "H", "H", "H", "H", "H", "H", "H", "H", "H", "H", "H", "H", "H", "H", "H", "H", "H", "H", "H", "H", "H", "H", "H", "H", "H", "H", "H", "H", "H", "H", "H", "H", "H", "H", "H", "H", "H", "H", "H", "H", "H", "H", "H", "H", "H", "H", "H", "H", "H", "H", "H", "H", "H", "H", "H", "H", "H", "H", "H", "H"], "coordinates": [[-2.10300, -0.31332, 0.90309], [-3.67030, -0.87268, 2.43963], [-0.43337, -1.85067, 0.95921], [3.68945, 2.03967, -2.99681], [1.51367, -1.25236, -5.55219], [-2.82619, 5.24800, 3.94506], [-4.52329, -3.26414, 1.29959], [6.99524, 0.75387, -3.71112], [1.03012, -0.77551, 0.96600], [3.17968, 1.01709, 0.91375], [-4.02690, -0.62226, 5.22140], [-4.99022, -5.29851, 2.50720], [1.16806, -3.69816, -2.34998], [9.09847, 1.91918, -4.51644], [-1.77923, 1.03783, 5.53337], [8.85407, 1.50466, -5.98044], [5.83320, 3.11519, -2.83393], [-2.78500, 0.25826, -2.24377], [1.28925, 0.00459, -0.17613], [-4.05800, -2.65831, 2.48481], [1.86762, -0.65775, 2.08453], [-6.98745, 1.62078, 2.57068], [7.16153, 3.10333, -3.23573], [9.80910, 3.27807, -4.51415], [-2.59337, 0.73911, 6.62767], [-2.11772, 0.54836, 4.27383], [2.37135, 0.87750, -0.21558], [-5.24413, -0.01470, 2.06501], [-4.40192, -4.76271, 3.65644], [2.80593, -0.59052, -5.55365], [-5.88516, -0.26560, 0.84184], [-7.04643, 0.41890, 0.48056], [0.54744, 0.36055, -4.00808], [-0.12664, -4.41972, 2.10720], [-7.61345, 1.36170, 1.34664], [-1.65900, -0.06015, -3.03208], [10.02877, 0.88212, -3.86769], [-3.63128, 3.99381, 2.03397], [-5.03485, -4.56083, 1.32361], [-0.33219, -3.04577, 2.33406], [-3.38819, 3.10471, 0.99993], [2.92954, 0.24782, 2.05559], [7.74464, 1.94623, -3.78527], [-5.80544, 0.95995, 2.91466], [-3.92896, -3.44711, 3.64263], [-3.71391, -0.09278, 6.47794], [-0.22558, -2.81966, -0.56753], [-1.13695, -4.41598, -2.16116], [-3.23036, -0.30254, 4.10351], [0.48056, -0.83331, -4.77402], [5.67950, 0.73558, -3.27170], [-2.88008, 0.94904, -1.02383], [4.95108, 1.96868, -3.01458], [-0.47963, 0.74273, -3.15981], [1.42010, -2.51032, -6.27088], [-1.01769, 3.19687, 1.44796], [-4.18078, 5.59664, 4.33923], [-1.82248, 1.54583, -0.24960], [-0.14118, -5.31076, 3.17962], [-0.54808, -3.49151, 4.72355], [-1.24490, 4.08548, 2.49051], [-2.08956, 2.62855, 0.72041], [-2.57424, 4.46127, 2.85739], [-1.30644, -3.56858, -1.06459], [-0.73693, -1.57704, -4.73475], [-1.81745, 5.97611, 4.70333], [-0.35470, -4.85218, 4.48192], [-1.75770, -1.19836, -3.89666], [1.02274, -2.91723, -1.20588], [0.10319, -4.47211, -2.81109], [-0.51939, -2.59798, 3.65495], [-5.32871, 1.18599, 3.86707], [-4.33792, -5.35789, 4.56955], [-1.97303, -5.01574, -2.51204], [0.04321, -4.79148, 1.09669], [-2.36331, 1.16657, 7.60300], [1.90039, -2.41841, -0.79241], [-3.72578, -0.18370, -2.60578], [-0.66092, -1.53491, 3.85293], [0.00220, -6.37341, 2.99456], [1.70046, -1.28112, 2.96149], [-4.35552, -0.32062, 7.33052], [0.62371, -0.07045, -1.03963], [-5.47399, -1.00598, 0.15167], [8.29454, 0.56413, -6.03048], [-0.44099, 1.71636, -2.66201], [-4.51522, -2.71753, 0.35584], [-4.24790, 2.72461, 0.44251], [-0.00080, 2.86905, 1.22734], [-0.79747, 5.61808, 4.53225], [-0.84389, -2.48170, -5.32775], [2.13125, -3.72349, -2.86396], [-0.39298, -5.55663, 5.31133], [-4.66588, 6.22566, 3.58418], [0.52821, -2.50570, -6.92251], [0.22565, -5.11330, -3.68346], [-1.86597, 7.05116, 4.44752], [-7.42331, 2.34665, 3.26226], [-3.48507, -3.02827, 4.54296], [1.35421, -3.38733, -5.58985], [3.56763, 0.35005, 2.93229], [-3.88710, 1.16533, -0.68190], [8.27306, 2.28051, -6.49475], [3.37016, -0.76166, -4.61586], [-4.08853, 6.15353, 5.27415], [1.42192, 0.99924, -4.07792], [-5.42022, -6.29908, 2.53527], [-2.05580, 5.85839, 5.77054], [-0.88345, 1.65817, 5.64851], [3.99551, 1.73955, 0.89320], [9.80350, 1.36891, -6.51464], [10.29497, 1.20284, -2.85301], [2.58961, 1.44145, -1.12884], [-0.73500, -3.12227, 5.73491], [-4.79468, 4.70953, 4.52273], [-5.47642, -4.98589, 0.41827], [10.95315, 0.77424, -4.45096], [-4.89781, -1.27040, 5.10578], [5.38365, 4.03555, -2.46932], [9.19636, 4.04568, -4.99891], [-2.28093, -3.50019, -0.58330], [7.74282, 4.03148, -3.13818], [9.54669, -0.09904, -3.80928], [-0.83090, 1.56736, -0.69693], [2.31977, -2.61056, -6.89257], [-2.69022, -1.77592, -3.89828], [-8.52795, 1.89388, 1.06790], [-7.51116, 0.21567, -0.48756], [7.46340, -0.18369, -4.02560], [-1.49888, 0.82558, 3.41619], [-0.40363, 4.44967, 3.06598], [10.75906, 3.20165, -5.06598], [-4.65250, 4.32361, 2.23179], [5.14436, -0.20451, -3.17684], [2.68479, 0.49287, -5.71354], [3.37832, -1.00929, -6.38782], [10.03669, 3.60016, -3.49241]]}

=====

Record 3
{"formula": "C4H7FO5P", "method": "the ωB97M-V functional and the def2-TZVPD basis", "fmax_ha_per_bohr": 0.081, "total_charge": -1, "orbital_gap_ev": 7.901, "de_lowest_kcal_mol": 21.59, "symbols": ["P", "F", "O", "O", "O", "O", "O", "C", "C", "C", "C", "H", "H", "H", "H", "H", "H", "H"], "coordinates": [[-1.07389, 0.88508, -0.36615], [2.15620, 5.78962, 0.25393], [-0.46762, 0.18472, 0.99244], [-2.51917, 0.46777, -0.49677], [-0.63741, 2.28654, -0.30144], [-0.28489, 0.06567, -1.54055], [3.94662, 3.47615, 1.87341], [-0.62961, -1.27196, -1.81645], [0.58205, 0.75208, 1.74393], [3.05025, 3.92920, 1.23970], [2.13807, 4.45298, 0.43223], [1.46805, 0.27666, 1.34169], [1.12442, 4.15265, 0.19092], [0.49468, 0.26779, 2.72399], [0.04392, -1.89030, -1.24837], [-0.78611, -1.43462, -2.91745], [-1.77021, -1.26742, -1.52052], [0.42094, 1.85512, 1.68494]]}

=====

Question: Which formula does entry 1 have?
Answer: C33H46ClNO2P4Sn